DFT (the ωB97M-V functional and the def2-TZVPD basis) results for a cluster of 7 separate species, C26H54N2O14S3 in total.

XYZ file:
```
99
Properties=species:S:1:pos:R:3:forces:R:3:lowdin_charge:R:1
C 7.934 -1.303 -7.969 -0.24 1.46 -0.05 -0.01
C 7.190 -2.002 -6.859 1.01 -1.94 -2.81 -0.58
O 6.626 -3.047 -7.126 -1.14 -0.43 0.00 0.03
N 7.400 -1.672 -5.604 -0.13 -1.33 1.96 0.00
C 7.943 -0.503 -5.081 -0.13 3.45 -0.92 -0.11
H 7.643 -0.253 -8.006 0.52 0.44 0.44 0.07
H 7.703 -1.572 -9.000 -0.19 -1.00 0.47 0.08
H 9.000 -1.427 -7.778 0.05 0.30 -0.11 0.09
H 6.858 -2.260 -4.986 0.10 -0.03 0.07 0.16
H 8.646 -0.005 -5.748 0.87 -0.85 -0.02 0.08
H 8.335 -0.461 -4.065 -0.24 -0.64 -0.17 0.09
H 7.182 0.261 -5.243 -0.47 0.55 1.15 0.09
C 8.796 4.589 1.082 -0.55 0.36 0.11 -0.01
C 9.386 4.824 2.454 2.62 1.59 -0.73 -0.52
O 9.916 5.923 2.790 -1.83 -2.84 -0.14 0.00
N 9.405 3.671 3.155 -0.51 -0.22 0.68 -0.03
C 9.755 3.507 4.554 0.44 0.28 -0.92 -0.06
H 7.799 5.009 1.213 -0.31 -0.15 -0.52 0.09
H 8.731 3.525 0.854 -0.17 0.09 -0.01 0.07
H 9.272 5.094 0.241 0.21 0.18 0.44 0.08
H 9.136 2.788 2.745 -0.17 0.65 -0.49 0.13
H 9.567 4.458 5.052 0.11 -0.33 0.32 0.09
H 10.812 3.240 4.547 0.07 0.09 0.77 0.09
H 9.156 2.665 4.903 0.09 0.30 0.51 0.08
C 11.892 7.555 -6.832 -0.87 -1.00 0.34 -0.05
C 11.285 7.391 -5.421 -0.98 0.98 -1.59 -0.23
O 11.798 8.286 -4.509 1.96 2.47 1.68 -0.01
C 11.500 9.601 -4.340 -4.17 0.20 0.28 -0.47
O 10.561 10.264 -4.895 4.23 -2.50 1.55 0.05
O 12.129 9.910 -3.167 -0.35 2.17 -0.85 -0.02
C 11.859 11.285 -2.640 -0.22 -1.22 0.98 -0.01
H 12.981 7.533 -6.873 -0.10 0.10 0.20 0.08
H 11.473 8.404 -7.373 0.24 0.25 0.36 0.08
H 11.507 6.687 -7.367 0.24 -0.17 -0.31 0.07
H 11.423 6.420 -4.946 0.11 -0.03 -0.39 0.13
H 10.226 7.648 -5.458 -0.35 -0.59 -0.40 0.12
H 10.846 11.595 -2.895 0.52 0.31 -0.72 0.09
H 12.696 11.978 -2.729 -0.20 -0.08 -1.26 0.09
H 11.825 11.233 -1.552 -0.05 -0.90 0.13 0.08
C 20.012 2.974 3.154 -0.50 0.10 -1.45 -0.06
C 18.595 2.639 3.637 2.18 -0.36 1.17 -0.23
O 17.608 2.716 2.659 -1.49 -0.54 -1.02 0.05
C 17.060 3.879 2.402 -0.91 0.90 -3.03 -0.56
O 17.383 4.936 2.841 0.15 0.67 0.94 0.14
O 16.148 3.760 1.325 0.12 0.64 1.17 -0.03
C 15.701 5.027 0.707 1.32 0.62 0.31 -0.04
H 20.712 2.174 3.393 0.15 0.45 0.69 0.07
H 20.328 3.997 3.360 0.21 -0.29 0.32 0.08
H 19.987 2.889 2.068 -0.05 0.18 -0.29 0.08
H 18.388 3.261 4.507 -0.49 -0.31 0.02 0.13
H 18.686 1.576 3.860 -0.75 0.13 0.45 0.12
H 15.617 5.911 1.340 -0.16 -0.63 1.00 0.08
H 14.762 4.993 0.155 0.18 -1.04 0.19 0.09
H 16.500 5.386 0.059 0.02 -0.50 -0.48 0.09
C 0.578 4.019 -2.577 -0.42 -0.88 -1.41 -0.19
C 1.536 3.495 -1.513 1.96 1.28 -0.71 -0.27
C 0.796 2.905 -0.415 -1.93 -1.50 1.33 -0.24
S -0.610 1.930 -1.185 1.72 1.25 0.06 0.71
O -1.729 2.073 -0.272 0.30 -0.57 -0.93 -0.34
O -0.156 0.667 -1.745 -0.42 0.33 0.92 -0.34
C -0.674 3.048 -2.636 -0.45 1.38 1.38 -0.19
H 0.991 4.120 -3.581 0.58 -1.03 -0.11 0.10
H 0.419 5.095 -2.509 -1.10 -0.12 1.12 0.11
H 2.027 4.349 -1.045 0.41 0.17 -0.34 0.12
H 2.343 2.867 -1.890 -0.27 -0.21 -0.23 0.12
H 0.346 3.702 0.178 -0.57 -0.12 -0.09 0.11
H 1.321 2.299 0.324 0.18 -0.28 -0.41 0.11
H -1.553 3.632 -2.364 -0.28 -0.01 -0.61 0.09
H -0.841 2.417 -3.509 0.28 0.31 0.03 0.10
C 16.263 7.849 9.662 1.79 0.95 -0.23 -0.27
C 16.287 7.402 11.118 -1.23 -0.94 0.43 -0.21
C 15.740 5.958 11.206 -0.97 -0.31 -0.85 -0.17
S 14.713 5.644 9.573 3.61 -0.68 -0.60 0.74
O 13.325 5.450 9.847 -0.61 -0.02 0.18 -0.34
O 15.450 4.632 8.741 -1.60 2.45 1.74 -0.37
C 15.053 7.377 8.961 -1.16 -0.73 -0.56 -0.23
H 17.166 7.599 9.104 0.08 -0.33 0.15 0.12
H 16.197 8.936 9.611 0.34 0.14 0.19 0.12
H 15.585 8.067 11.620 0.00 -0.08 0.33 0.11
H 17.221 7.426 11.680 0.18 0.35 -0.53 0.11
H 15.031 5.770 12.012 -0.15 0.34 -0.08 0.09
H 16.500 5.187 11.333 0.07 0.06 -0.63 0.09
H 14.247 8.080 9.173 -0.55 -0.64 0.43 0.11
H 15.135 7.420 7.875 0.20 -0.56 0.02 0.11
C 8.211 12.126 7.189 0.75 1.42 -1.17 -0.18
C 7.524 11.511 6.009 0.71 0.51 -1.42 -0.27
C 6.226 12.223 5.990 -2.50 0.46 -0.50 -0.25
S 6.381 13.984 6.479 0.51 -0.62 1.03 0.68
O 5.567 14.162 7.667 0.30 0.11 -0.53 -0.34
O 6.295 14.947 5.392 -0.15 -0.93 0.46 -0.33
C 8.126 13.720 6.853 -1.37 -1.87 1.43 -0.18
H 9.257 11.820 7.188 -0.03 0.07 0.51 0.11
H 7.645 11.731 8.033 0.41 0.86 0.66 0.12
H 7.454 10.424 6.052 -0.25 0.09 0.04 0.13
H 8.053 11.785 5.096 0.32 -0.31 -0.13 0.12
H 5.610 11.765 6.763 -0.46 0.35 -0.11 0.11
H 5.675 12.320 5.054 0.01 -0.65 -0.12 0.10
H 8.398 14.309 7.729 0.40 0.42 -0.65 0.10
H 8.434 13.942 5.832 1.35 0.08 0.47 0.09
```
Forces are in eV/Å.

Results
* total energy: -91982.99303 eV
* SMILES string: O=S1(=O)CCCC1.O=S1(=O)CCCC1.O=S1(=O)CCCC1.CCOC(=O)OC.CCOC(=O)OC.CNC(C)=O.CNC(C)=O
* max |F|: 0.100 hartree/bohr
* net charge: 0